Molecular formula: C21H47BeNO2SSi2
Method: DFT, ωB97M-V with the def2-TZVPD basis set

Geometry as XYZ:
```
75
Properties=species:S:1:pos:R:3:mulliken_charge:R:1
O 0.7298 0.5782 1.7208 0.191
O -0.8244 3.3137 -2.2797 -0.187
C -0.6285 0.9430 2.2475 -0.320
C -0.6565 1.0495 3.7550 -1.303
H -1.2971 0.1553 1.8760 0.496
H -0.8957 1.9007 1.7794 0.421
H -0.1778 0.1965 4.2513 0.225
H -1.7002 1.0732 4.0758 0.426
H -0.1904 1.9751 4.1050 0.337
C 1.8009 1.5707 2.1598 -0.295
C 1.4210 2.9561 1.7184 -1.499
H 2.7357 1.2286 1.7031 0.397
H 1.8518 1.4752 3.2527 0.412
H 1.1707 2.9846 0.6452 0.331
H 2.2642 3.6362 1.8876 0.441
H 0.5790 3.3555 2.3007 0.310
C -0.0658 3.5935 -3.4598 -0.293
C -1.8064 4.3000 -1.9501 -0.213
C 1.3031 4.1878 -3.1711 -1.292
H -0.6192 4.2806 -4.1208 0.397
H 0.0503 2.6169 -3.9535 0.308
H 1.2320 5.1788 -2.6992 0.285
H 1.8183 4.3121 -4.1279 0.404
H 1.9085 3.5298 -2.5352 0.262
C -1.2830 5.7204 -1.7857 -1.275
H -2.2405 3.9380 -1.0051 0.287
H -2.5937 4.3057 -2.7248 0.285
H -0.4444 5.7902 -1.0778 0.269
H -2.1099 6.3199 -1.3911 0.405
H -0.9840 6.1695 -2.7466 0.320
H -0.8962 1.0199 -1.8863 -0.004
Be 1.2063 -1.0420 1.5737 -0.834
C -1.0733 0.0936 -2.4987 -0.455
Si -2.7646 -0.2109 -3.3630 0.420
H -0.3549 0.1495 -3.3237 0.255
H -0.8072 -0.7700 -1.8592 0.205
C -4.1146 0.3670 -2.2068 -0.910
C -3.0518 -2.0335 -3.7673 -1.006
C -2.9640 0.7068 -4.9991 -1.054
C -0.1163 -2.1363 1.7918 0.098
Si 0.1068 -3.9988 1.8853 0.126
H -0.7725 -1.9557 0.9261 0.086
H -0.7268 -1.8486 2.6781 0.248
C -0.8581 -4.7831 0.4549 -1.089
C -0.6138 -4.5995 3.5238 -1.120
C 1.8695 -4.6503 1.7869 -0.866
H -3.9530 0.5099 -5.4408 0.327
H -2.2176 0.4079 -5.7474 0.330
H -2.8842 1.7920 -4.8583 0.255
H -4.1773 -0.2972 -1.3349 0.292
H -5.0934 0.3748 -2.7068 0.299
H -3.8897 1.3843 -1.8620 0.234
H -2.7630 -2.6865 -2.9344 0.261
H -2.4906 -2.3585 -4.6537 0.309
H -4.1121 -2.2308 -3.9765 0.287
H -1.4994 -4.0031 3.7802 0.331
H 0.1173 -4.4835 4.3348 0.271
H -0.9135 -5.6554 3.4843 0.315
H 2.4699 -4.3281 2.6470 0.203
H 2.3795 -4.3099 0.8757 0.241
H 1.8725 -5.7529 1.7805 0.406
H -0.9911 -5.8693 0.5803 0.340
H -0.3358 -4.6141 -0.4981 0.269
H -1.8566 -4.3274 0.3780 0.300
S 2.4749 -1.4653 -0.1383 -0.358
C 3.3878 -1.6308 1.2762 0.315
C 4.7464 -1.9715 1.3291 -0.715
C 5.3780 -2.1672 2.5511 -0.296
C 4.6163 -2.0026 3.7145 -0.701
C 3.2642 -1.6470 3.6344 -0.091
N 2.6669 -1.4154 2.4342 0.238
H 5.2429 -2.0818 0.3715 0.431
H 6.4302 -2.4409 2.5914 0.403
H 5.0600 -2.1381 4.6958 0.385
H 2.6539 -1.5349 4.5258 0.491
```

energy above the lowest of the compared OMol25 structures with the same formula, charge and spin: 0.00 kcal per mole
LUMO level: 0.42 eV
Kohn-Sham gap: 0.2963 Eh
E_HOMO: -0.2807 hartree
DFT total energy: -2025.6190 Eh
largest force on an atom: 0.033 Eh/bohr